# 1
{
  "formula": "C15H27PdSb",
  "method": "ωB97M-V with the def2-TZVPD basis set",
  "max_force_ha_per_bohr": 0.00735,
  "species": ["Pd", "C", "C", "C", "C", "C", "C", "C", "C", "C", "C", "C", "C", "H", "H", "H", "H", "H", "H", "H", "H", "H", "H", "H", "H", "H", "H", "H", "H", "H", "H", "C", "Sb", "C", "C", "H", "H", "H", "H", "H", "H", "H", "H", "H"],
  "coordinates": [[0.039, -0.749, -0.700], [-0.010, -0.203, 2.787], [0.779, 0.100, 1.535], [1.823, -0.765, 1.134], [2.146, -1.987, 1.960], [2.610, -0.440, 0.007], [3.838, -1.264, -0.309], [2.311, 0.706, -0.757], [3.156, 1.050, -1.960], [1.264, 1.567, -0.359], [1.039, 2.872, -1.086], [0.479, 1.245, 0.766], [-0.741, 2.074, 1.103], [-0.824, -0.898, 2.561], [-0.435, 0.706, 3.205], [0.629, -0.651, 3.544], [2.832, -1.723, 2.768], [2.607, -2.759, 1.350], [1.244, -2.411, 2.395], [3.591, -2.109, -0.954], [4.282, -1.648, 0.607], [4.590, -0.659, -0.807], [4.022, 1.643, -1.656], [2.585, 1.618, -2.689], [3.509, 0.149, -2.455], [0.355, 2.735, -1.926], [1.978, 3.267, -1.463], [0.618, 3.614, -0.413], [-0.517, 2.827, 1.860], [-1.534, 1.427, 1.476], [-1.120, 2.570, 0.213], [-3.570, -0.915, 0.917], [-2.426, -0.931, -0.922], [-3.567, 0.673, -1.809], [-3.586, -2.504, -1.817], [-4.622, -0.917, 0.644], [-3.356, -0.029, 1.509], [-3.349, -1.799, 1.509], [-4.619, 0.442, -1.665], [-3.353, 0.741, -2.871], [-3.335, 1.623, -1.337], [-4.634, -2.267, -1.671], [-3.356, -3.454, -1.349], [-3.371, -2.567, -2.878]],
  "forces_ev_per_a": [[-0.233, 0.168, 0.203], [0.067, 0.034, -0.225], [0.147, -0.055, -0.214], [-0.065, 0.265, -0.053], [-0.109, 0.135, -0.164], [-0.142, 0.083, 0.079], [-0.174, 0.088, 0.000], [-0.130, 0.049, 0.175], [-0.165, -0.078, 0.117], [0.226, -0.118, 0.191], [-0.025, -0.239, 0.076], [0.076, -0.184, -0.112], [0.199, -0.139, -0.055], [-0.004, 0.024, 0.134], [-0.044, -0.016, 0.070], [-0.035, -0.027, 0.082], [0.042, -0.110, 0.089], [0.018, -0.033, 0.044], [0.023, -0.022, 0.040], [0.105, -0.065, -0.020], [0.050, -0.053, -0.027], [0.041, -0.054, -0.023], [0.082, 0.034, -0.116], [0.035, 0.028, -0.036], [0.051, 0.027, -0.035], [-0.007, 0.115, -0.065], [-0.003, 0.064, -0.060], [-0.022, 0.069, -0.043], [-0.092, 0.095, 0.046], [-0.001, 0.098, 0.050], [-0.027, 0.046, 0.061], [0.195, -0.035, -0.321], [-0.125, -0.108, -0.080], [0.150, -0.296, 0.121], [0.102, 0.259, 0.132], [-0.129, 0.001, 0.036], [0.040, 0.076, 0.027], [0.037, -0.078, 0.042], [-0.143, 0.051, -0.015], [0.041, 0.013, -0.112], [0.053, 0.066, 0.066], [-0.213, -0.033, -0.015], [0.058, -0.127, 0.068], [0.052, -0.018, -0.160]]
}

# 2
{
  "formula": "C15H28BCl2CuNO3P",
  "method": "ωB97M-V with the def2-TZVPD basis set",
  "s2": 0.757,
  "spin_multiplicity": 2,
  "charge": 1,
  "max_force_ha_per_bohr": 0.03615,
  "species": ["C", "C", "P", "C", "C", "C", "Cl", "O", "C", "C", "C", "C", "N", "C", "B", "O", "C", "C", "C", "Cl", "C", "C", "O", "H", "H", "H", "H", "H", "H", "H", "H", "H", "H", "H", "H", "H", "H", "H", "H", "H", "H", "H", "H", "H", "H", "H", "H", "H", "H", "H", "H", "Cu"],
  "coordinates": [[4.133, 1.796, 0.277], [3.202, 1.057, 0.203], [1.766, -0.097, 0.244], [2.290, -0.739, 1.956], [3.027, -2.086, 1.883], [4.458, -1.924, 1.410], [5.228, -3.510, 1.253], [0.712, 1.197, 0.722], [-0.598, 0.974, 0.263], [-1.155, 1.952, -0.781], [-0.143, 2.674, -1.638], [0.901, 3.572, -1.027], [-0.261, 2.510, -2.895], [-0.792, -0.578, -0.027], [-1.937, -1.023, 0.976], [-1.558, -1.864, 1.992], [-3.403, -0.450, 0.934], [-3.715, 0.379, 2.217], [-0.957, -0.937, -1.544], [-0.269, -2.582, -1.817], [-2.384, -0.967, -2.066], [-2.477, -1.330, -3.570], [0.447, -1.121, 0.425], [4.986, 2.435, 0.367], [2.470, -1.118, -0.510], [1.405, 0.350, -1.125], [1.303, -0.817, 2.474], [2.904, 0.009, 2.452], [3.079, -2.534, 2.886], [2.487, -2.779, 1.240], [4.525, -1.431, 0.445], [5.027, -1.325, 2.116], [-1.194, 1.159, 1.170], [-1.770, 2.698, -0.278], [-1.790, 1.411, -1.468], [1.885, 3.197, -1.305], [0.780, 4.592, -1.383], [0.877, 3.587, 0.058], [0.437, 3.067, -3.390], [-2.339, -2.107, 2.503], [-4.131, -1.248, 0.789], [-3.502, 0.209, 0.076], [-2.885, 0.338, 2.925], [-3.876, 1.426, 1.984], [-4.578, -0.028, 2.733], [-0.364, -0.276, -2.175], [-2.864, 0.000, -1.955], [-2.978, -1.686, -1.505], [-3.042, -2.244, -3.715], [-1.491, -1.467, -4.005], [-2.942, -0.514, -4.116], [0.965, -1.641, 3.856]],
  "forces_ev_per_a": [[1.364, 0.911, 0.164], [-1.522, -1.061, -0.125], [0.394, 0.502, 1.544], [0.919, -0.355, 0.120], [-0.205, 0.135, 0.297], [0.011, 0.182, -0.072], [0.091, -0.113, 0.050], [0.336, -0.285, -1.103], [-1.207, 0.150, 1.087], [0.503, 0.107, 0.010], [0.002, -0.012, -0.488], [-0.002, -0.119, 0.323], [0.112, -0.147, 0.221], [1.055, -0.195, -0.319], [-0.328, -0.295, -0.431], [0.098, -0.014, 0.337], [0.398, 0.573, 0.055], [0.224, -0.562, -0.044], [-0.275, -0.140, 0.255], [0.009, 0.020, 0.048], [-0.263, -0.177, -0.769], [0.239, 0.319, 0.289], [-0.516, 0.054, -0.297], [-0.155, -0.066, -0.105], [-0.075, 0.038, -0.153], [-0.020, 0.021, -0.447], [-0.361, 0.529, -0.616], [-0.048, 0.158, 0.038], [0.035, -0.198, 0.014], [-0.055, -0.070, -0.026], [-0.092, -0.008, -0.081], [0.103, -0.040, 0.063], [-0.023, -0.002, -0.001], [0.033, 0.086, 0.077], [-0.156, 0.105, -0.035], [0.080, 0.143, -0.072], [0.028, 0.051, -0.160], [-0.114, -0.006, 0.067], [-0.016, 0.007, -0.087], [0.057, -0.044, 0.141], [-0.067, -0.100, 0.038], [-0.155, -0.060, -0.113], [0.023, 0.061, 0.117], [-0.178, 0.066, -0.003], [-0.175, 0.203, 0.060], [0.055, 0.101, -0.001], [0.013, 0.076, 0.248], [0.073, -0.026, 0.247], [-0.048, -0.041, -0.109], [0.079, -0.099, -0.036], [-0.171, -0.070, -0.087], [-0.106, -0.294, -0.132]]
}

# 3
{
  "formula": "C15H28Br21P2",
  "method": "ωB97M-V with the def2-TZVPD basis set",
  "charge": 1,
  "max_force_ha_per_bohr": 0.02535,
  "species": ["C", "C", "P", "C", "C", "P", "C", "C", "C", "C", "H", "H", "H", "H", "H", "H", "H", "H", "H", "H", "H", "H", "H", "H", "H", "H", "H", "H", "H", "H", "H", "C", "Br", "Br", "Br", "H", "C", "Br", "Br", "Br", "H", "C", "Br", "Br", "Br", "H", "C", "Br", "Br", "Br", "H", "C", "Br", "Br", "Br", "H", "C", "Br", "Br", "Br", "H", "C", "Br", "Br", "Br", "H"],
  "coordinates": [[-3.918, 2.199, 0.899], [-3.128, 1.353, 1.906], [-3.593, -0.421, 1.692], [-3.271, -1.388, 3.234], [-2.541, -0.688, 4.398], [-2.152, -1.261, 0.303], [-0.541, -0.443, 0.089], [-0.565, 0.840, -0.772], [0.901, 1.230, -1.084], [-1.385, 0.688, -2.048], [-4.987, 2.013, 0.989], [-3.616, 1.977, -0.127], [-3.723, 3.258, 1.064], [-2.062, 1.500, 1.725], [-3.370, 1.640, 2.927], [-4.254, -1.723, 3.559], [-2.730, -2.295, 2.961], [-3.208, -0.667, 5.253], [-1.669, -1.261, 4.710], [-2.217, 0.330, 4.191], [-1.911, -2.556, 0.774], [-2.750, -1.457, -0.940], [0.137, -1.164, -0.378], [-0.172, -0.230, 1.094], [-0.987, 1.650, -0.172], [1.592, 0.623, -0.496], [1.097, 2.271, -0.836], [1.133, 1.037, -2.130], [-1.177, 1.505, -2.737], [-1.153, -0.249, -2.564], [-2.460, 0.701, -1.838], [-6.038, -4.842, 3.358], [-6.402, -3.788, 4.930], [-7.488, -6.030, 2.957], [-5.610, -3.729, 1.838], [-5.168, -5.447, 3.570], [-3.339, -1.511, 8.673], [-4.522, -2.262, 7.340], [-1.895, -0.530, 7.859], [-4.295, -0.435, 9.943], [-2.901, -2.339, 9.210], [4.483, 0.782, -2.706], [4.596, -0.380, -1.173], [3.102, 0.221, -3.920], [4.235, 2.622, -2.201], [5.425, 0.702, -3.228], [2.894, 6.554, -0.337], [4.560, 5.847, -0.987], [1.400, 5.536, -1.009], [2.869, 6.669, 1.580], [2.794, 7.558, -0.725], [5.625, -4.454, -1.451], [5.264, -3.816, -3.226], [7.094, -3.502, -0.652], [4.052, -4.376, -0.337], [5.912, -5.493, -1.525], [1.200, 2.718, -6.811], [2.817, 1.883, -7.428], [0.043, 1.458, -5.917], [1.565, 4.240, -5.695], [0.666, 3.068, -7.682], [7.147, -1.070, -6.029], [8.502, -2.091, -6.929], [5.394, -1.822, -6.317], [7.558, -0.873, -4.157], [7.144, -0.081, -6.464]],
  "forces_ev_per_a": [[0.103, -0.013, 0.079], [0.289, -0.053, -0.696], [-1.286, -0.208, -0.037], [0.721, 0.216, 0.252], [-0.131, -0.257, -0.035], [0.598, 0.282, 0.420], [-0.147, -0.001, -0.380], [0.401, 0.235, 0.069], [-0.182, -0.352, 0.231], [-0.179, -0.054, 0.137], [-0.017, 0.067, -0.031], [-0.055, -0.047, -0.006], [-0.042, -0.004, 0.039], [0.050, 0.077, 0.404], [0.030, -0.098, 0.071], [-0.083, 0.040, -0.090], [-0.129, -0.052, -0.078], [0.031, 0.183, 0.061], [0.049, 0.034, -0.059], [0.003, 0.000, -0.048], [-0.064, -0.043, -0.084], [0.004, -0.009, -0.028], [-0.059, -0.089, 0.044], [0.057, -0.057, 0.018], [-0.161, -0.079, -0.018], [0.087, 0.114, 0.018], [0.015, 0.047, -0.192], [0.000, 0.165, 0.038], [-0.004, 0.032, 0.016], [0.082, 0.040, -0.033], [-0.007, -0.002, -0.108], [-0.080, -0.102, 0.065], [-0.057, -0.029, -0.169], [0.041, 0.044, 0.010], [-0.029, 0.003, -0.036], [0.019, 0.023, -0.013], [-0.095, 0.048, 0.042], [0.172, 0.038, 0.109], [0.026, -0.007, 0.143], [0.021, -0.033, -0.058], [0.003, -0.011, -0.020], [-0.106, 0.022, 0.060], [0.005, 0.024, -0.022], [0.041, -0.084, -0.090], [0.043, -0.080, 0.037], [0.013, -0.003, -0.027], [0.024, -0.035, 0.018], [-0.003, 0.096, 0.037], [-0.009, 0.001, -0.020], [-0.008, -0.015, -0.039], [-0.011, -0.001, -0.005], [0.018, 0.081, -0.056], [-0.031, -0.041, 0.009], [-0.011, -0.017, 0.005], [-0.006, -0.007, 0.018], [-0.010, -0.004, 0.020], [0.079, 0.034, 0.026], [-0.050, -0.006, -0.003], [-0.011, -0.039, -0.008], [0.004, -0.044, 0.019], [-0.015, 0.011, 0.013], [0.051, -0.062, -0.092], [-0.025, 0.015, 0.022], [0.067, 0.044, 0.022], [-0.030, 0.016, 0.000], [-0.015, 0.005, 0.012]]
}

# 4
{
  "formula": "C15H28ClN2O3Os",
  "method": "ωB97M-V with the def2-TZVPD basis set",
  "charge": 3,
  "max_force_ha_per_bohr": 0.01108,
  "species": ["Os", "C", "O", "C", "C", "O", "C", "C", "O", "C", "H", "H", "H", "H", "H", "H", "H", "H", "H", "H", "H", "H", "H", "H", "N", "C", "C", "N", "H", "H", "H", "H", "H", "H", "H", "H", "Cl", "C", "C", "C", "C", "C", "C", "C", "H", "H", "H", "H", "H", "H"],
  "coordinates": [[-0.212, 0.104, 0.175], [1.895, 2.018, -1.299], [1.681, 0.910, -0.371], [2.588, -0.213, -0.597], [1.954, -1.165, -1.573], [0.593, -1.445, -1.104], [-0.274, -1.915, -2.186], [-1.528, -1.045, -2.240], [-1.234, 0.267, -1.710], [-1.241, 1.352, -2.683], [2.947, 2.294, -1.266], [1.299, 2.857, -0.953], [1.604, 1.735, -2.308], [2.767, -0.682, 0.366], [3.539, 0.160, -0.976], [2.508, -2.100, -1.643], [1.884, -0.711, -2.562], [-0.517, -2.960, -1.999], [0.287, -1.847, -3.115], [-2.345, -1.454, -1.642], [-1.879, -0.955, -3.267], [-2.225, 1.398, -3.143], [-0.475, 1.183, -3.439], [-1.048, 2.271, -2.138], [0.826, -0.032, 2.040], [0.965, 1.337, 2.635], [-0.361, 2.045, 2.478], [-0.739, 1.983, 1.025], [0.279, -0.607, 2.683], [1.739, -0.479, 2.021], [1.757, 1.860, 2.101], [1.252, 1.272, 3.684], [-0.303, 3.079, 2.816], [-1.144, 1.546, 3.050], [-0.232, 2.723, 0.541], [-1.722, 2.235, 0.920], [-3.653, 0.191, 3.679], [-2.757, -1.259, 3.467], [-2.852, -2.245, 4.425], [-2.121, -3.421, 4.278], [-1.274, -3.629, 3.181], [-1.164, -2.650, 2.231], [-1.898, -1.432, 2.341], [-1.811, -0.445, 1.343], [-3.499, -2.104, 5.280], [-2.221, -4.193, 5.031], [-0.736, -4.562, 3.080], [-0.544, -2.810, 1.355], [-2.610, 0.295, 1.384], [-1.602, -0.899, 0.245]],
  "forces_ev_per_a": [[-0.001, 0.242, -0.066], [0.042, 0.000, 0.039], [-0.038, -0.002, -0.137], [-0.022, -0.041, -0.052], [-0.052, 0.082, 0.033], [0.188, -0.026, 0.137], [-0.023, 0.054, -0.025], [-0.055, -0.010, 0.002], [0.187, 0.091, -0.038], [-0.058, -0.014, 0.032], [-0.002, 0.009, 0.014], [-0.015, -0.003, -0.015], [0.017, -0.008, -0.002], [0.024, 0.002, 0.008], [-0.007, -0.002, -0.004], [0.009, -0.005, 0.018], [0.006, -0.027, -0.005], [-0.017, -0.003, -0.007], [0.013, -0.027, 0.018], [0.007, -0.014, 0.010], [-0.026, 0.000, 0.006], [-0.003, 0.005, -0.002], [-0.006, -0.006, -0.002], [-0.002, -0.002, -0.006], [-0.110, -0.085, -0.019], [-0.021, 0.008, 0.032], [0.017, -0.012, -0.010], [0.097, -0.028, 0.014], [0.035, -0.009, 0.008], [0.016, 0.034, -0.044], [0.012, -0.002, -0.006], [-0.002, -0.006, -0.003], [0.001, 0.000, -0.002], [-0.008, 0.017, -0.012], [-0.017, 0.005, 0.001], [0.001, -0.020, 0.005], [0.058, -0.094, -0.028], [-0.111, 0.083, 0.156], [-0.016, -0.061, 0.029], [-0.098, 0.075, 0.086], [0.060, 0.048, -0.135], [0.026, -0.086, 0.069], [0.061, -0.086, -0.331], [0.009, 0.320, 0.472], [0.000, -0.009, 0.001], [0.006, -0.006, -0.004], [-0.003, -0.005, 0.014], [-0.002, 0.011, -0.003], [-0.005, -0.025, -0.095], [-0.172, -0.365, -0.151]]
}

Calculated total energy (a.u.)
-955.8458, -3795.4405, -55325.0070, -1473.3672